# 1
Density functional theory data (the ωB97M-V functional and the def2-TZVPD basis) for a structure of composition C3H4FFeO3 in a non-equilibrium geometry.

Cartesian coordinates (Å):
C: -0.7514 -1.4548 -0.0718
C: 0.5801 -1.1950 -0.2526
H: -1.0945 -1.4702 0.9668
H: -1.4593 -1.1670 -0.8553
F: 1.0485 -1.0670 -1.5086
H: 1.3784 -1.5130 0.4328
Fe: -0.9106 -3.8302 -0.3390
O: -0.3240 2.5785 1.1059
C: 0.5610 2.0929 0.1770
O: 0.6277 2.6626 -0.9194
O: 1.0970 1.0077 0.5343
H: -0.7530 3.3555 0.7299

Calculated values
* energy above the lowest of the compared OMol25 structures with the same formula, charge and spin: 31.6 kcal/mol
* charge: 0
* HOMO (spin up / spin down): -7.83 / -7.80 eV
* multiplicity: 6
* HOMO-LUMO gap (spin up / spin down): 6.39 / 4.03 eV


# 2
Density functional theory data (the ωB97M-V functional and the def2-TZVPD basis) for a cluster of 2 separate species, C4H13NO in total in a non-equilibrium geometry.

Cartesian coordinates (Å):
C: -0.4674 -0.7630 -2.3657
C: -1.1063 -0.0833 -1.1364
C: -1.3361 -1.1819 -0.1370
C: -1.6506 -0.9336 1.5006
N: -0.1276 0.8837 -0.6157
H: -0.4951 -0.0465 -3.0897
H: 0.6544 -1.0749 -2.3507
H: -1.0200 -1.4740 -2.9323
H: -2.0391 0.4462 -1.3233
H: -2.3599 -1.5279 -0.5210
H: -0.4959 -1.8743 -0.2828
H: -2.0426 -1.9064 1.8868
H: -0.8086 -0.8073 2.1981
H: -2.4590 -0.1453 1.5724
H: -0.3808 1.1615 0.2518
H: 0.8787 0.7561 -0.6973
H: 3.3497 2.5198 2.6014
H: 4.3437 2.0286 1.5027
O: 3.8913 1.6911 2.2907

Calculated values
* energy above the lowest of the compared OMol25 structures with the same formula, charge and spin: 45.3 kcal/mol
* charge: 0
* HOMO: -8.67 eV
* multiplicity: 1
* HOMO-LUMO gap: 9.45 eV


# 3
Density functional theory data (the ωB97M-V functional and the def2-TZVPD basis) for the molecule C4H8O2.

Cartesian coordinates (Å):
C: 0.7025 1.5868 0.5024
C: 0.6146 0.1910 -0.0664
O: 0.2654 -0.7657 0.9954
C: -0.6138 -0.1244 -0.9226
C: -0.9868 -1.2805 0.0229
O: -0.4656 -2.4572 -0.1941
H: 1.5060 1.6543 1.2420
H: 0.9048 2.3066 -0.2984
H: -0.2401 1.8607 0.9882
H: 1.5659 -0.1096 -0.5171
H: 0.4408 -1.8561 0.5436
H: -0.4155 -0.4835 -1.9338
H: -1.3459 0.6889 -0.9433
H: -1.9322 -1.2113 0.5810

Calculated values
* energy above the lowest of the compared OMol25 structures with the same formula, charge and spin: 73.3 kcal/mol
* charge: 0
* HOMO: -9.65 eV
* multiplicity: 1
* HOMO-LUMO gap: 10.65 eV


# 4
Density functional theory data (the ωB97M-V functional and the def2-TZVPD basis) for a structure of composition H30NO17S in a non-equilibrium geometry.

Cartesian coordinates (Å):
N: 0.7477 -3.0063 -2.7066
H: -0.0381 -3.3399 -3.2731
H: 1.5300 -3.3122 -3.0378
H: 0.3665 -3.2901 -1.8191
H: 0.8164 -1.9484 -2.8074
S: 0.0969 0.1443 -0.1123
O: -1.2447 -0.1013 0.0844
O: 0.3787 1.0122 -1.2874
O: 0.5472 0.8552 1.0607
O: 0.8413 -1.1079 -0.1841
O: 0.1258 -0.3181 2.6395
H: -0.7146 -0.6435 2.5182
H: 0.2211 0.3056 1.9603
O: 1.3109 0.8033 4.7622
H: 2.2088 1.4366 4.6999
H: 1.1115 0.5886 3.8335
O: -0.6365 2.5257 2.5786
H: -0.4523 1.8284 1.9544
H: -1.0763 3.2730 2.0838
O: -2.9842 2.7119 -0.7677
H: -3.2309 1.9087 -0.3036
H: -2.1622 3.0716 -0.3334
O: 0.4224 -3.2308 0.1420
H: 1.4226 -3.4104 0.4769
H: 0.4670 -2.2845 -0.2266
O: 1.2178 3.3194 -1.0939
H: 0.9573 2.3082 -1.0023
H: 1.0833 3.7349 -1.8745
O: 2.3550 2.1537 1.7794
H: 1.5081 2.0473 1.4266
H: 3.0897 1.5541 1.5332
O: -1.4412 1.6340 -3.0892
H: -1.0161 1.2334 -2.2940
H: -2.1378 2.0839 -2.7512
O: -3.7067 0.5452 0.5427
H: -3.6506 0.6678 1.4172
H: -2.7673 0.2398 0.1266
O: 2.5256 -0.0781 -2.5381
H: 2.0161 0.4971 -2.0509
H: 2.8303 -0.7166 -1.8119
O: 3.1676 -1.7174 -0.6880
H: 3.7445 -1.0758 -0.5784
H: 2.2372 -1.5062 -0.3668
O: -2.0255 -2.3383 -1.1166
H: -2.3041 -2.7214 -0.3220
H: -2.2097 -1.5259 -0.7228
O: -1.9777 -1.5415 1.5516
H: -2.0164 -0.9165 0.7947
H: -1.5546 -2.3530 1.1932

Calculated values
* energy above the lowest of the compared OMol25 structures with the same formula, charge and spin: 94.2 kcal/mol
* charge: -1
* HOMO: -6.45 eV
* multiplicity: 1
* HOMO-LUMO gap: 7.94 eV


# 5
Density functional theory data (the ωB97M-V functional and the def2-TZVPD basis) for a structure of composition C23H33N13O3PRu.

Cartesian coordinates (Å):
Ru: 1.9060 -2.4637 -0.2145
O: 3.8661 -2.1167 -0.0530
N: 4.2290 -0.8688 -0.1043
N: 3.2886 -0.0522 -0.2490
O: 2.0154 -0.4408 -0.3361
C: 3.5837 1.3601 -0.2579
C: 4.8769 1.7728 -0.5509
C: 5.1590 3.1265 -0.4936
C: 4.1695 4.0361 -0.1430
C: 2.8859 3.5959 0.1379
C: 2.5740 2.2456 0.0722
H: 5.6393 1.0550 -0.8128
H: 6.1586 3.4708 -0.7209
H: 4.4041 5.0910 -0.0929
H: 2.1154 4.3043 0.4085
H: 1.5742 1.8873 0.2732
N: -0.2085 -5.1601 -0.5401
C: -0.6950 -3.9394 -0.8890
N: -1.9421 -3.7358 -1.2812
N: -2.0077 -2.4265 -1.5330
N: -0.8801 -1.8522 -1.3163
N: 0.0005 -2.7880 -0.8768
C: 1.1051 -5.3941 -0.2317
N: 1.6139 -6.5531 0.0835
N: 2.9285 -6.2870 0.3329
N: 3.1946 -5.0549 0.1812
N: 2.0391 -4.4218 -0.1997
H: -0.8284 -5.9507 -0.6207
C: -4.5768 -0.3178 -0.7452
C: -3.5765 0.6957 -1.3077
C: -3.3407 0.4111 -2.7980
C: -4.1124 2.1267 -1.1473
P: -1.9360 0.5451 -0.4647
C: -0.8335 1.7710 -1.1646
C: -0.0152 1.3843 -2.2254
C: 0.7403 2.3348 -2.8962
C: 0.6792 3.6660 -2.5143
C: -0.1244 4.0537 -1.4481
C: -0.8762 3.1111 -0.7670
C: -1.9020 0.4816 1.3779
C: -0.4709 0.8104 1.8235
C: -2.8980 1.4338 2.0478
C: -2.2137 -0.9738 1.7739
H: -5.4817 -0.2657 -1.3542
H: -4.8651 -0.0926 0.2823
H: -4.1945 -1.3351 -0.8051
H: -4.2910 0.5556 -3.3163
H: -3.0106 -0.6129 -2.9615
H: -2.6205 1.1023 -3.2372
H: -5.0636 2.1780 -1.6825
H: -3.4449 2.8635 -1.5934
H: -4.3035 2.3979 -0.1094
H: 0.0188 0.3434 -2.5212
H: 1.3703 2.0333 -3.7226
H: 1.2629 4.4074 -3.0444
H: -0.1739 5.0943 -1.1540
H: -1.5155 3.4264 0.0484
H: -0.2483 1.8743 1.7292
H: 0.2736 0.2426 1.2596
H: -0.3726 0.5388 2.8772
H: -2.7165 2.4775 1.7892
H: -2.7749 1.3359 3.1292
H: -3.9329 1.1909 1.8113
H: -1.4422 -1.6532 1.4072
H: -3.1797 -1.3153 1.4038
H: -2.2339 -1.0292 2.8651
N: 1.0192 -2.5511 4.1216
C: 1.7351 -2.4207 2.9902
N: 3.0612 -2.2073 3.0951
O: 1.1534 -2.4770 1.8830
H: 1.4534 -2.6245 5.0243
H: 0.0541 -2.8157 4.0312
H: 3.5361 -2.3189 3.9740
H: 3.6193 -2.3160 2.2632

Calculated values
* energy above the lowest of the compared OMol25 structures with the same formula, charge and spin: 0.0 kcal/mol
* charge: +1
* HOMO (spin up / spin down): -10.97 / -11.14 eV
* multiplicity: 5
* HOMO-LUMO gap (spin up / spin down): 8.08 / 6.68 eV


# 6
Density functional theory data (the ωB97M-V functional and the def2-TZVPD basis) for the molecule C4H4ClF in a non-equilibrium geometry.

Cartesian coordinates (Å):
C: 0.5578 1.1917 -0.3410
C: 0.5236 -0.1027 0.3796
C: -0.6871 -0.8349 0.1196
C: -1.6932 -1.4847 -0.0690
H: 0.6687 0.8837 -1.3559
H: -0.4331 1.6469 -0.3439
H: 1.4925 1.8654 -0.0582
H: -2.7053 -1.8014 -0.1684
F: 0.2770 -0.0832 1.7161
Cl: 1.9992 -1.2808 0.1212

Calculated values
* energy above the lowest of the compared OMol25 structures with the same formula, charge and spin: 38.3 kcal/mol
* charge: 0
* HOMO: -10.54 eV
* multiplicity: 1
* HOMO-LUMO gap: 11.26 eV


# 7
Density functional theory data (the ωB97M-V functional and the def2-TZVPD basis) for a cluster of 2 separate species, C3H3O4P in total in a non-equilibrium geometry.

Cartesian coordinates (Å):
C: 0.0727 -1.1146 0.8316
C: 1.3120 -0.5105 0.9883
C: 0.1706 -0.4906 -0.3893
O: -2.3246 0.8037 -0.0009
O: -0.0349 1.9654 0.3180
O: -0.8327 1.4545 -2.0542
O: 1.4578 -0.1652 -0.3090
P: -0.9513 1.1515 -0.5882
H: -0.7124 -1.3931 1.5508
H: 1.8475 -0.0080 1.7536
H: -0.0046 -1.6931 -2.1007

Calculated values
* energy above the lowest of the compared OMol25 structures with the same formula, charge and spin: 117.0 kcal/mol
* charge: -2
* HOMO: 0.38 eV
* multiplicity: 1
* HOMO-LUMO gap: 6.29 eV


# 8
Density functional theory data (the ωB97M-V functional and the def2-TZVPD basis) for a structure of composition C3H6FIN3 in a non-equilibrium geometry.

Cartesian coordinates (Å):
C: -1.5177 1.2100 0.4773
C: -1.0669 -1.1593 0.8547
C: 0.5881 -0.7395 -0.7764
N: -2.3206 0.2444 0.3807
N: 0.0310 -0.4557 0.5058
N: -0.2449 0.9413 0.7517
F: -1.2296 -2.2912 0.1472
I: -4.2716 -0.0037 -0.1718
H: -1.7995 2.2497 0.4103
H: -1.2409 -1.2131 1.9652
H: 0.8626 -1.9089 -0.7506
H: -0.2819 -0.7312 -1.5371
H: 1.5764 -0.2472 -1.0703
H: 0.5232 1.6566 0.9811

Calculated values
* energy above the lowest of the compared OMol25 structures with the same formula, charge and spin: 29.5 kcal/mol
* charge: +1
* HOMO: -13.66 eV
* multiplicity: 1
* HOMO-LUMO gap: 8.98 eV


# 9
Density functional theory data (the ωB97M-V functional and the def2-TZVPD basis) for a structure of composition C10H10Br2CrNO9P2 in a non-equilibrium geometry.

Cartesian coordinates (Å):
Cr: 1.0213 0.0939 -0.1938
O: 4.0142 -2.1682 -0.5661
P: 3.5298 -0.7971 0.1327
O: 4.5937 -0.0719 0.7976
O: 2.7162 -0.1033 -0.9667
O: 2.3954 -1.4618 1.1227
P: 1.6530 -0.6721 2.3701
O: 1.0393 -1.9325 3.1318
O: 2.5397 0.1472 3.1680
O: 0.4399 -0.0322 1.6575
H: 4.9201 -2.3373 -0.3127
H: 0.1480 -2.1446 2.8508
Br: 0.6160 5.1152 -0.5924
C: -0.7286 3.8042 -0.5442
C: -2.0754 4.1585 -0.5735
C: -3.0598 3.1910 -0.5589
Br: -4.8701 3.7271 -0.5651
C: -2.7488 1.8125 -0.5450
C: -3.6516 0.7320 -0.5486
C: -3.1500 -0.5515 -0.5422
C: -1.7769 -0.7739 -0.5307
N: -0.8992 0.2194 -0.5172
C: -1.3741 1.4831 -0.5190
C: -0.3362 2.4558 -0.4981
O: 0.8605 2.0002 -0.4587
H: -2.3459 5.2059 -0.6023
H: -4.7147 0.9108 -0.5548
H: -3.8088 -1.4045 -0.5338
H: -1.3702 -1.7733 -0.5097
C: 0.9252 -3.4136 -0.4646
O: 0.9544 -2.1385 -1.1007
H: 1.9323 -3.8001 -0.3236
H: 0.3472 -4.1124 -1.0784
H: 0.4557 -3.3121 0.5138
H: 1.8100 -2.0557 -1.5450

Calculated values
* energy above the lowest of the compared OMol25 structures with the same formula, charge and spin: 43.7 kcal/mol
* charge: 0
* HOMO (spin up / spin down): -8.34 / -8.46 eV
* multiplicity: 4
* HOMO-LUMO gap (spin up / spin down): 6.85 / 6.96 eV


# 10
Density functional theory data (the ωB97M-V functional and the def2-TZVPD basis) for the molecule C6H4O in a non-equilibrium geometry.

Cartesian coordinates (Å):
C: 2.6898 -0.4142 0.1243
C: 1.7162 0.3290 0.1424
C: 0.6838 1.1591 0.3129
C: -0.6257 1.3860 0.0138
C: -1.4266 0.2556 0.1345
C: -1.0843 -1.0901 -0.3104
O: -0.0923 -1.4284 -0.9357
H: 3.4778 -1.1242 0.0016
H: -1.0461 2.3914 0.0329
H: -2.4108 0.3670 0.5859
H: -1.8817 -1.8313 -0.1022

Calculated values
* energy above the lowest of the compared OMol25 structures with the same formula, charge and spin: 100.8 kcal/mol
* charge: 0
* HOMO (spin up / spin down): -8.41 / -8.19 eV
* multiplicity: 1
* HOMO-LUMO gap (spin up / spin down): 6.80 / 7.09 eV


# 11
Density functional theory data (the ωB97M-V functional and the def2-TZVPD basis) for a structure of composition C37H42CuN5OSiTe.

Cartesian coordinates (Å):
Cu: 0.1301 -1.9876 -0.6630
N: -3.9271 -0.3099 0.7172
C: -2.7070 -0.8313 0.3856
O: -1.8098 -0.1068 -0.0094
C: -2.5383 -2.3187 0.5653
C: -1.6246 -2.8895 -0.5167
H: -4.0797 0.6834 0.6251
H: -4.6902 -0.9111 0.9686
H: -3.5291 -2.7900 0.6352
H: -2.0678 -2.4391 1.5464
H: -2.1093 -2.8307 -1.4979
H: -1.4134 -3.9465 -0.3330
Te: 0.3469 -0.7811 2.6781
C: 0.2401 -0.6309 4.7924
C: -0.9256 -0.9384 5.4906
C: -0.9708 -0.8272 6.8746
C: 0.1505 -0.4089 7.5751
C: 1.3187 -0.1097 6.8890
C: 1.3639 -0.2233 5.5061
C: -0.2717 1.2058 2.3224
C: -1.3295 1.7661 3.0299
C: -1.7321 3.0665 2.7659
C: -1.1048 3.8008 1.7677
C: -0.0742 3.2291 1.0375
C: 0.3520 1.9377 1.3201
H: -1.8018 -1.2695 4.9480
H: -1.8844 -1.0678 7.4041
H: 0.1159 -0.3196 8.6533
H: 2.1997 0.2126 7.4300
H: 2.2776 0.0083 4.9737
H: -1.8374 1.1894 3.7929
H: -2.5490 3.5006 3.3293
H: -1.4286 4.8118 1.5522
H: 0.4010 3.7843 0.2386
H: 1.1337 1.4778 0.7321
C: 4.6286 0.3383 2.2550
Si: 4.4480 0.2580 0.3918
C: 5.8260 -0.7888 -0.3188
C: 4.6113 2.0043 -0.2816
C: 2.8397 -0.4355 -0.0258
C: 1.7692 -0.9673 -0.2910
H: 5.5943 0.7556 2.5496
H: 4.5363 -0.6608 2.6840
H: 3.8381 0.9554 2.6873
H: 6.8110 -0.3862 -0.0731
H: 5.7370 -0.8539 -1.4039
H: 5.7580 -1.8046 0.0734
H: 5.5811 2.4362 -0.0240
H: 3.8326 2.6496 0.1304
H: 4.5159 2.0171 -1.3687
C: -0.0773 -2.1390 -3.9545
C: 0.6759 -3.2489 -3.2920
C: 1.3558 -4.3082 -3.8590
C: 1.9632 -5.0158 -2.7873
C: 1.6183 -4.3439 -1.6318
C: 1.9904 -4.6289 -0.2122
N: 0.8355 -3.2750 -1.9402
H: -0.4122 -2.4411 -4.9491
H: 0.5318 -1.2363 -4.0665
H: -0.9593 -1.8578 -3.3732
H: 1.4107 -4.5340 -4.9133
H: 2.5746 -5.9039 -2.8443
H: 2.5636 -5.5552 -0.1468
H: 1.1053 -4.7392 0.4228
H: 2.5928 -3.8204 0.2128
C: 1.2903 2.0796 -3.8771
C: 1.2583 1.4419 -2.6451
N: 0.1374 0.9817 -2.0961
C: -0.9935 1.1496 -2.7555
C: -1.0858 1.8083 -3.9814
C: 0.0956 2.2557 -4.5582
C: -2.3639 1.9615 -4.6942
C: -3.5982 2.1721 -4.2246
C: -4.0343 2.4507 -2.8399
C: -5.3614 2.2273 -2.4775
C: -5.7075 2.4829 -1.1657
N: -4.8317 2.9309 -0.2670
C: -3.5958 3.1393 -0.7211
N: -3.1610 2.9389 -1.9561
H: 2.2297 2.4148 -4.2969
H: 2.1612 1.2583 -2.0743
H: -1.8698 0.7214 -2.2877
H: 0.0778 2.7360 -5.5304
H: -2.2881 1.8460 -5.7730
H: -4.4108 2.1419 -4.9434
H: -6.0843 1.8497 -3.1879
H: -6.7209 2.3106 -0.8170
H: -2.8635 3.4949 -0.0068

Calculated values
* energy above the lowest of the compared OMol25 structures with the same formula, charge and spin: 35.3 kcal/mol
* charge: -1
* HOMO (spin up / spin down): -3.60 / -3.61 eV
* multiplicity: 2
* HOMO-LUMO gap (spin up / spin down): 5.40 / 5.40 eV


# 12
Density functional theory data (the ωB97M-V functional and the def2-TZVPD basis) for a structure of composition C14H19Cl2CuIO3S in a non-equilibrium geometry.

Cartesian coordinates (Å):
C: -0.5390 0.4417 -3.4790
C: -0.8471 0.5994 -2.3319
C: -1.2014 0.7811 -0.9198
C: -2.2940 1.8848 -0.7757
C: -2.2772 2.9736 -1.8453
C: -1.0057 3.8333 -1.9167
I: -3.9431 4.2757 -1.3268
C: 0.0716 1.1783 -0.1176
C: 0.3540 0.2648 1.0900
C: 0.4997 -1.2210 0.6762
C: 1.6203 -1.3254 -0.4029
C: 2.9682 -0.6567 -0.0149
C: 0.7555 -2.1521 1.8326
Cl: 2.0657 -3.2064 1.8036
C: -0.0591 -2.2841 2.9994
C: 0.2378 -3.2485 4.0916
Cl: -1.4267 -1.3710 3.1946
S: -1.0425 -1.7508 -0.2066
O: -0.6189 -2.3062 -1.4483
O: -1.7947 -2.6090 0.6500
O: -1.8512 -0.4143 -0.3637
H: -0.1218 0.3611 -4.4566
H: -3.2455 1.3549 -0.8689
H: -2.2770 2.3139 0.2261
H: -2.5580 2.5838 -2.8166
H: -0.4612 3.8620 -0.9746
H: -0.3554 3.5129 -2.7323
H: -1.2754 4.8601 -2.1515
H: -0.0921 2.1600 0.3215
H: 0.9406 1.2907 -0.7619
H: 1.2543 0.6432 1.5751
H: -0.4639 0.4274 1.7851
H: 1.2658 -0.8522 -1.3155
H: 1.7731 -2.3652 -0.6770
H: 3.8047 -1.3264 -0.3493
H: 3.0972 0.2661 -0.5777
H: 3.0851 -0.4793 1.0491
H: 1.2944 -3.2644 4.3491
H: -0.3152 -2.9426 4.9785
H: -0.1294 -4.2418 3.8134
Cu: 5.1076 -1.8516 -1.6050

Calculated values
* charge: +2
* HOMO (spin up / spin down): -13.21 / -13.21 eV
* multiplicity: 2
* HOMO-LUMO gap (spin up / spin down): 3.81 / 3.00 eV


Number 1: DFT total energy -46417.3072 eV, M 162.9 g mol⁻¹. Number 2: DFT total energy -7894.6982 eV, M 91.2 g mol⁻¹. Number 3: DFT total energy -8370.1041 eV, M 88.1 g mol⁻¹. Number 4: DFT total energy -47615.0217 eV, M 348.3 g mol⁻¹. Number 5: DFT total energy -61761.0643 eV, M 671.6 g mol⁻¹. Number 6: DFT total energy -19449.7953 eV, M 106.5 g mol⁻¹. Number 7: DFT total energy -20633.4087 eV, M 134.0 g mol⁻¹. Number 8: DFT total energy -18486.5424 eV, M 230.0 g mol⁻¹. Number 9: DFT total energy -217542.3316 eV, M 561.9 g mol⁻¹. Number 10: DFT total energy -8328.0688 eV, M 92.1 g mol⁻¹. Number 11: DFT total energy -108358.7987 eV, M 792.0 g mol⁻¹. Number 12: DFT total energy -109566.1025 eV, M 528.7 g mol⁻¹.